# 1
{"formula": "C19H31N2O5", "method": "the ωB97M-V functional and the def2-TZVPD basis", "elements": ["C", "C", "H", "H", "O", "C", "C", "C", "N", "H", "C", "C", "C", "C", "C", "C", "C", "H", "O", "C", "H", "H", "H", "O", "C", "H", "C", "O", "N", "C", "H", "C", "O", "C", "H", "C", "H", "H", "H", "H", "H", "H", "H", "H", "H", "H", "H", "H", "H", "H", "H", "H", "H", "H", "H", "H", "H"], "coordinates": [[-0.98449, -0.68959, -2.04642], [-1.49219, -1.78377, -1.12766], [-1.29638, -2.77273, -1.55453], [-1.00509, -1.71997, -0.14605], [-2.90234, -1.61502, -0.96439], [-3.57568, -2.69780, -0.33767], [-5.02583, -2.27508, -0.09540], [-5.10904, -1.15305, 0.93669], [-4.33931, 0.02019, 0.45643], [-4.88780, 0.53743, -0.23349], [-3.80927, 0.95907, 1.49632], [-2.39567, 1.33171, 1.15056], [-1.32321, 0.76035, 1.81458], [-0.02931, 1.08842, 1.45154], [0.23865, 1.96785, 0.40992], [-0.85073, 2.52948, -0.29802], [-2.14355, 2.20383, 0.10037], [-2.95014, 2.66957, -0.44481], [-0.79957, 3.37676, -1.34816], [0.40630, 3.64028, -2.04036], [1.09967, 4.22328, -1.43283], [0.88794, 2.71700, -2.36631], [0.10661, 4.22306, -2.91051], [1.48973, 2.36621, 0.05780], [2.61664, 1.72538, 0.59846], [2.62909, 1.79553, 1.69427], [2.69897, 0.25896, 0.14422], [1.81780, -0.22716, -0.54322], [3.76429, -0.44231, 0.56653], [4.91548, 0.04722, 1.29672], [4.78754, 1.08116, 1.60605], [6.16356, -0.08930, 0.40893], [6.34328, -1.41875, -0.00506], [5.23192, -1.88384, -0.73451], [5.45337, -2.91623, -1.00607], [3.95464, -1.80961, 0.10791], [3.08366, -2.09982, -0.47950], [4.05155, -2.46261, 0.98080], [5.10153, -1.28552, -1.64898], [7.05986, 0.18408, 0.96681], [6.06185, 0.57176, -0.46616], [5.04685, -0.57963, 2.18618], [3.46255, 2.28680, 0.19235], [0.78440, 0.63588, 1.99355], [-1.48477, 0.07441, 2.63199], [-4.45101, 1.83936, 1.55034], [-3.83240, 0.45492, 2.46281], [-3.52498, -0.40875, -0.09494], [-4.65866, -1.49203, 1.87209], [-6.14550, -0.87320, 1.13436], [-5.59280, -3.13321, 0.26196], [-5.46017, -1.95263, -1.04263], [-3.54008, -3.58078, -0.98618], [-3.08139, -2.95022, 0.61124], [-1.33323, -0.84891, -3.06244], [-1.33300, 0.27961, -1.69934], [0.09988, -0.68799, -2.02617]], "atomic_forces_ev_per_a": [[-0.136, -0.333, 0.153], [0.475, 0.150, -0.120], [-0.071, 0.007, 0.063], [-0.059, -0.045, -0.059], [-0.267, 0.060, -0.021], [-0.186, -0.299, -0.052], [0.460, 0.115, 0.027], [-0.502, -0.620, 0.076], [0.276, -0.044, -0.410], [0.068, -0.085, 0.075], [0.414, 0.356, 0.301], [0.031, 0.058, -0.060], [-0.126, 0.040, 0.018], [0.107, 0.097, -0.125], [-0.276, 0.096, 0.021], [-0.044, -0.123, 0.094], [0.231, -0.007, 0.138], [-0.123, 0.115, -0.116], [-0.218, -0.075, 0.344], [0.412, 0.192, -0.391], [-0.074, -0.054, -0.081], [-0.025, 0.055, 0.013], [0.044, -0.053, 0.057], [-0.153, 0.000, -0.046], [-0.044, -0.095, -0.048], [0.062, 0.016, -0.119], [0.003, 0.192, 0.149], [-0.153, 0.096, -0.179], [0.086, -0.275, 0.014], [0.449, 0.084, -0.106], [-0.013, 0.013, 0.041], [-0.117, 0.240, 0.289], [0.134, -0.063, 0.058], [-0.356, -0.149, 0.038], [-0.071, 0.060, -0.042], [0.107, -0.233, -0.338], [0.112, -0.024, 0.095], [-0.018, 0.005, -0.051], [0.007, -0.061, 0.049], [-0.069, 0.068, -0.037], [0.020, -0.021, 0.067], [-0.003, 0.141, -0.011], [-0.037, -0.092, 0.175], [0.118, -0.040, 0.037], [-0.023, -0.090, 0.127], [-0.081, -0.139, -0.045], [-0.110, -0.035, -0.122], [-0.339, 0.339, 0.175], [0.017, 0.159, -0.048], [0.132, 0.105, 0.045], [-0.055, 0.023, 0.016], [-0.087, -0.051, -0.053], [0.034, 0.075, 0.069], [-0.019, -0.006, -0.039], [-0.062, 0.000, -0.116], [0.019, 0.103, 0.041], [0.099, 0.052, -0.031]], "mulliken_charge": [-0.935, -0.439, 0.496, 0.286, -0.483, -0.558, -0.706, -0.658, 0.192, 0.455, -1.117, 0.727, -1.248, -0.411, 1.588, -0.218, -0.470, 0.417, -0.523, -0.741, 0.244, 0.269, 0.325, -0.448, -1.083, 0.431, 1.036, -0.639, 0.054, -0.646, 0.436, -0.577, -0.372, -0.603, 0.362, -0.664, 0.362, 0.318, 0.321, 0.359, 0.325, 0.262, 0.500, 0.383, 0.396, 0.365, 0.407, 0.289, 0.351, 0.371, 0.423, 0.316, 0.388, 0.316, 0.431, 0.047, 0.288], "smiles": "CCOCCC[NH2+]Cc1ccc(OCC(=O)N2CCOCC2)c(OC)c1", "total_charge": 1, "relative_energy_kj_mol": 0.00}

# 2
{"formula": "C46H53FN11O2", "method": "the ωB97M-V functional and the def2-TZVPD basis", "elements": ["C", "C", "C", "N", "C", "N", "C", "C", "C", "C", "N", "O", "C", "N", "C", "C", "O", "F", "H", "H", "H", "H", "H", "H", "H", "H", "H", "H", "H", "H", "H", "H", "H", "H", "H", "H", "N", "C", "C", "C", "C", "C", "H", "H", "H", "H", "H", "N", "C", "C", "C", "C", "C", "H", "H", "H", "H", "H", "N", "C", "C", "C", "C", "C", "H", "H", "H", "H", "H", "N", "C", "C", "C", "C", "C", "H", "H", "H", "H", "H", "N", "C", "C", "C", "C", "C", "H", "H", "H", "H", "H", "N", "C", "C", "C", "C", "C", "H", "H", "H", "H", "H", "N", "C", "C", "C", "C", "C", "H", "H", "H", "H", "H"], "coordinates": [[-7.08756, 2.61518, 3.02731], [-7.05402, 1.99108, 1.63414], [-6.13587, 2.69701, 0.65953], [-4.77629, 2.92405, 1.19479], [-3.73434, 2.20368, 0.67081], [-2.62769, 2.76418, 0.19103], [-1.73085, 1.81880, -0.25456], [-0.41181, 2.17854, -0.81636], [0.52586, 2.83481, 0.20649], [1.25551, 4.02841, -0.37565], [2.51837, 4.21959, 0.18672], [0.78761, 4.68656, -1.27225], [-2.33663, 0.63482, -0.03753], [-3.56984, 0.88509, 0.53989], [-4.55196, -0.11638, 0.96955], [-4.02943, -1.50882, 0.70231], [-3.23886, -2.09210, 1.36216], [-4.56040, -2.02320, -0.42235], [-7.02382, 3.70149, 2.99225], [-6.25807, 2.25969, 3.64181], [-7.98990, 2.31795, 3.55032], [-6.82362, 0.93488, 1.72880], [-8.05837, 2.03025, 1.21406], [-6.56514, 3.64392, 0.34053], [-6.04093, 2.09743, -0.24717], [-4.75413, 2.93479, 2.20719], [-2.49101, 3.76349, 0.15229], [-0.55257, 2.86211, -1.65148], [0.07065, 1.26898, -1.16709], [1.24117, 2.11241, 0.57992], [-0.02109, 3.20054, 1.08138], [3.11853, 4.74299, -0.43805], [2.47570, 4.64373, 1.10876], [-1.95730, -0.34921, -0.23564], [-4.73587, -0.01403, 2.03549], [-5.48518, 0.04868, 0.44253], [2.61057, 0.49730, -0.66068], [3.34439, -0.34586, 0.06264], [4.73148, -0.37395, 0.02879], [5.39300, 0.51772, -0.79971], [4.64567, 1.40111, -1.55944], [3.26843, 1.34863, -1.45147], [2.79368, -1.03089, 0.69859], [5.27649, -1.08147, 0.63893], [6.47193, 0.52766, -0.86324], [5.12382, 2.10440, -2.22483], [2.64359, 2.02225, -2.03187], [2.55386, 4.73792, 3.74950], [2.08459, 5.97759, 3.89157], [2.43106, 6.81647, 4.93850], [3.31573, 6.34381, 5.89457], [3.81343, 5.05809, 5.76098], [3.40428, 4.29916, 4.67525], [1.39561, 6.31756, 3.12468], [2.01954, 7.81427, 4.99918], [3.61276, 6.96714, 6.72753], [4.50603, 4.64765, 6.48223], [3.77420, 3.28959, 4.53704], [5.42640, -0.31768, -4.10594], [6.45481, -0.54443, -4.92091], [6.42769, -1.47903, -5.94494], [5.26953, -2.21565, -6.13196], [4.18888, -1.98541, -5.29600], [4.31935, -1.02756, -4.30163], [7.34468, 0.04731, -4.73439], [7.29509, -1.63279, -6.57111], [5.21320, -2.96271, -6.91268], [3.26839, -2.54222, -5.40588], [3.49910, -0.81936, -3.62006], [-7.87713, -1.10725, 2.54325], [-7.69717, -1.70741, 3.71922], [-7.49556, -3.07285, 3.86031], [-7.47912, -3.86054, 2.72089], [-7.66991, -3.25082, 1.48989], [-7.86462, -1.87958, 1.45575], [-7.71806, -1.06085, 4.58971], [-7.35583, -3.50479, 4.84132], [-7.32800, -4.93090, 2.78562], [-7.67273, -3.83085, 0.57705], [-8.02558, -1.36977, 0.50977], [-8.70169, -7.14295, 0.70498], [-9.51241, -6.10298, 0.52688], [-10.17302, -5.83408, -0.66200], [-9.98592, -6.70111, -1.72712], [-9.14795, -7.79108, -1.55690], [-8.53084, -7.96628, -0.32667], [-9.63590, -5.45294, 1.38659], [-10.81972, -4.97133, -0.74643], [-10.48613, -6.53175, -2.67166], [-8.97377, -8.49429, -2.35928], [-7.86950, -8.80825, -0.15644], [7.21543, -4.75316, -4.13645], [7.02892, -6.06736, -4.04004], [6.20749, -6.65891, -3.09148], [5.54419, -5.84055, -2.19149], [5.72991, -4.47031, -2.27839], [6.57248, -3.98005, -3.26490], [7.56586, -6.67574, -4.75949], [6.09355, -7.73372, -3.06193], [4.89468, -6.26385, -1.43603], [5.23320, -3.79036, -1.59913], [6.73974, -2.91296, -3.36980], [8.02831, 2.68211, -1.45619], [7.65118, 3.94989, -1.30985], [8.05907, 4.75644, -0.25819], [8.90622, 4.21695, 0.69624], [9.30998, 2.89909, 0.55674], [8.84538, 2.17898, -0.53342], [6.99146, 4.33905, -2.07841], [7.72347, 5.78237, -0.19438], [9.24938, 4.81403, 1.53098], [9.97352, 2.43653, 1.27409], [9.14501, 1.14621, -0.67834]], "atomic_forces_ev_per_a": [[0.292, -0.153, -0.036], [-0.413, 0.187, 0.142], [0.053, -0.320, -0.181], [-0.115, -0.185, 0.151], [0.075, 0.157, 0.017], [0.241, 0.416, -0.096], [-0.030, 0.151, 0.020], [0.214, -0.043, 0.190], [-0.379, 0.126, 0.312], [0.118, -0.290, 0.267], [0.051, 0.352, -0.356], [0.150, -0.040, -0.407], [0.206, -0.231, -0.072], [-0.229, -0.492, 0.033], [-0.089, 0.213, -0.107], [0.340, -0.404, 0.243], [-0.470, 0.229, -0.459], [0.158, 0.072, 0.283], [-0.183, 0.121, 0.010], [0.094, 0.014, 0.065], [-0.116, 0.063, 0.055], [-0.040, -0.034, 0.024], [-0.072, -0.017, -0.101], [0.083, 0.207, 0.146], [0.032, 0.038, -0.136], [-0.032, 0.202, 0.038], [-0.045, 0.059, 0.001], [-0.008, 0.029, -0.139], [0.025, -0.041, -0.181], [0.099, -0.060, -0.013], [-0.080, 0.048, 0.049], [-0.142, 0.407, 0.142], [0.254, -0.490, 0.282], [-0.090, -0.145, 0.022], [0.061, -0.038, 0.113], [0.000, -0.103, -0.096], [0.003, -0.042, -0.033], [-0.006, -0.023, 0.009], [-0.020, 0.023, -0.025], [0.030, -0.049, 0.055], [-0.038, 0.019, 0.061], [-0.157, 0.040, -0.026], [0.027, -0.013, 0.013], [-0.008, -0.011, 0.009], [0.005, 0.009, -0.030], [0.020, -0.036, -0.032], [0.062, 0.024, -0.046], [-0.076, 0.122, -0.168], [-0.007, -0.007, 0.003], [0.014, -0.004, 0.014], [0.002, 0.005, 0.004], [-0.020, 0.014, 0.001], [0.016, -0.091, -0.034], [-0.004, 0.027, 0.018], [-0.010, 0.003, -0.010], [0.002, 0.002, 0.004], [0.006, -0.014, -0.003], [0.020, 0.003, 0.016], [0.039, 0.053, -0.018], [0.041, -0.004, 0.009], [-0.026, -0.015, 0.006], [-0.008, -0.026, -0.037], [0.042, -0.012, -0.005], [-0.033, -0.013, 0.063], [0.006, 0.000, -0.028], [0.017, 0.004, 0.010], [0.005, -0.005, -0.001], [-0.015, 0.008, 0.012], [-0.011, -0.019, -0.008], [0.098, -0.023, 0.001], [0.003, 0.016, 0.012], [0.003, 0.000, -0.016], [0.000, -0.036, 0.011], [0.042, -0.022, -0.030], [0.016, 0.039, -0.003], [-0.001, -0.021, 0.017], [-0.005, 0.007, 0.012], [-0.007, -0.007, -0.014], [0.001, 0.016, -0.015], [-0.012, -0.027, -0.012], [0.051, 0.038, 0.012], [-0.011, 0.015, 0.063], [0.007, -0.025, -0.018], [0.007, 0.005, -0.012], [-0.009, 0.017, 0.003], [0.015, -0.020, 0.013], [-0.073, 0.021, -0.025], [-0.012, -0.002, 0.015], [-0.003, -0.002, -0.004], [0.003, -0.014, 0.003], [0.001, -0.007, -0.025], [-0.010, -0.009, -0.007], [0.018, -0.001, -0.022], [-0.009, 0.010, 0.009], [-0.008, 0.000, 0.004], [-0.003, -0.020, 0.009], [0.021, 0.086, -0.049], [-0.011, -0.023, 0.009], [0.009, -0.008, -0.007], [-0.001, -0.005, 0.003], [0.001, 0.020, -0.007], [-0.039, 0.009, 0.043], [-0.024, -0.015, 0.016], [-0.023, -0.004, -0.037], [0.010, -0.007, 0.013], [0.001, 0.005, 0.005], [-0.006, 0.016, 0.003], [0.009, -0.022, -0.026], [0.002, 0.025, 0.011], [-0.006, 0.006, -0.009], [0.002, 0.003, 0.004], [0.008, -0.011, -0.004], [0.016, 0.000, 0.022]], "mulliken_charge": [-1.592, 0.718, -0.899, -0.157, 0.049, -0.038, -0.471, -0.346, -0.573, 0.284, -0.294, -0.610, -0.419, 0.324, -0.113, 0.162, -0.465, -0.261, 0.342, 0.413, 0.411, -0.499, 0.398, 0.395, 0.413, 0.261, 0.316, 0.516, 0.171, 0.181, 0.675, 0.270, 0.168, 0.537, 0.376, 0.291, -0.210, -0.609, -0.733, 0.123, -0.706, -0.288, 0.430, 0.493, 0.434, 0.442, 0.605, -0.304, 0.094, -0.687, -0.141, -0.494, -0.228, 0.323, 0.355, 0.377, 0.357, 0.377, -0.067, -0.365, -0.459, -0.234, -0.712, 0.060, 0.360, 0.378, 0.398, 0.398, 0.245, -0.305, -0.218, -0.605, -0.223, -0.495, -0.334, 0.367, 0.394, 0.515, 0.527, 0.405, -0.507, -0.383, -0.415, -0.235, -0.353, -0.204, 0.620, 0.372, 0.379, 0.354, 0.374, -0.481, -0.291, -0.299, -0.399, -0.365, -0.326, 0.370, 0.366, 0.372, 0.470, 0.587, -0.348, -0.164, -0.515, -0.152, -0.531, -0.191, 0.398, 0.371, 0.382, 0.377, 0.396], "total_charge": 1, "e_tot_ha": -2637.109845}